Model i:
{"formula": "C3H4ClFO", "method": "the ωB97M-V functional and the def2-TZVPD basis", "homo_energy_ev": -10.55, "lumo_energy_ev": 0.8, "spin_multiplicity": 1, "smiles": "FC1(Cl)COC1", "species": ["H", "C", "F", "C", "Cl", "H", "H", "O", "H", "C"], "xyz": [[0.0887, -1.0382, 1.3538], [-1.2486, -0.1291, -1.0078], [0.4011, 1.7748, 0.0877], [-0.6722, -0.2613, 1.0629], [1.5494, -0.6223, -0.0969], [-1.7039, 0.8749, -1.2086], [-1.2201, 0.6212, 1.6280], [-1.8623, -0.6383, 0.1973], [-0.9652, -0.7128, -1.8274], [0.0459, 0.3848, -0.1663]]}

---

Model ii:
{"formula": "C3H4ClFO", "method": "the ωB97M-V functional and the def2-TZVPD basis", "homo_energy_ev": -9.92, "lumo_energy_ev": 0.0, "spin_multiplicity": 1, "species": ["O", "C", "C", "C", "H", "H", "H", "F", "H", "Cl"], "xyz": [[-0.5010, 2.1802, 1.1488], [0.5122, 0.1628, 0.3147], [0.2129, -0.9768, -0.3514], [-0.6222, 1.1827, 0.2080], [-1.6653, 1.1028, -0.8942], [1.5426, 0.6601, 0.0832], [0.3836, -0.4796, 1.3354], [-0.7677, -1.4970, 0.4380], [1.1595, -1.6535, -0.3501], [-0.2545, -0.6816, -1.9323]]}

---

Most stable to least stable: model i, model ii

---

Model i:
{"formula": "C3H4ClFO", "method": "the ωB97M-V functional and the def2-TZVPD basis", "homo_energy_ev": [-10.43, -9.66], "lumo_energy_ev": [-1.5, -4.0], "spin_multiplicity": 1, "species": ["C", "H", "H", "Cl", "H", "F", "O", "C", "C", "H"], "xyz": [[0.0268, -0.6257, 0.6264], [-1.0031, -1.1372, -1.2649], [0.1192, 0.1481, 2.5702], [1.8109, 1.1719, -2.2063], [-0.6689, 0.6995, -1.1213], [-0.6334, 1.6049, 1.1115], [0.3475, -1.7660, 0.9805], [-0.4121, -0.3095, -0.7907], [-0.1043, 0.4631, 1.5728], [0.5174, -0.2492, -1.4782]]}

---

Model ii:
{"formula": "C3H4ClFO", "method": "the ωB97M-V functional and the def2-TZVPD basis", "homo_energy_ev": [-9.93, -9.41], "lumo_energy_ev": [-1.9, -2.6], "spin_multiplicity": 1, "species": ["H", "H", "H", "C", "O", "C", "C", "F", "H", "Cl"], "xyz": [[1.6338, -0.5123, 0.4853], [0.7002, -0.1996, 1.7398], [-0.3568, -1.1402, -1.1928], [-0.5596, -0.5427, -0.2425], [-1.8842, -0.7585, 0.0832], [0.6454, -0.2208, 0.7156], [0.1320, 0.7507, -0.2014], [-0.3827, 1.8811, 0.1135], [-2.1155, -0.1204, 0.6944], [2.1874, 0.8627, -2.1951]]}

---

Model iii:
{"formula": "C3H4ClFO", "method": "the ωB97M-V functional and the def2-TZVPD basis", "homo_energy_ev": -10.32, "lumo_energy_ev": 0.3, "spin_multiplicity": 1, "smiles": "CC(=O)[C@@H](F)Cl", "species": ["O", "H", "F", "C", "H", "H", "H", "Cl", "C", "C"], "xyz": [[-1.4906, -1.1216, -0.2488], [0.7423, 0.5044, 1.5345], [-0.1216, -1.2132, 2.1553], [0.3584, -0.4693, 1.1506], [-1.1194, 0.9746, -1.7432], [0.5170, 0.3034, -1.6130], [0.0431, 1.6567, -0.5719], [1.9602, -1.0976, 0.4758], [-0.6199, -0.3046, -0.0629], [-0.2694, 0.7671, -1.0763]]}

---

Most stable to least stable: model iii, model i, model ii

---

Model i:
{"formula": "C27H50N4O3S3Si3Tl", "method": "the ωB97M-V functional and the def2-TZVPD basis", "homo_energy_ev": -3.57, "lumo_energy_ev": 1.9, "spin_multiplicity": 1, "charge": -1, "species": ["H", "C", "H", "C", "H", "H", "O", "H", "Si", "H", "C", "H", "C", "H", "H", "C", "H", "C", "C", "H", "H", "H", "C", "C", "H", "Si", "C", "H", "N", "H", "H", "C", "H", "C", "H", "H", "H", "H", "H", "H", "C", "O", "C", "H", "Si", "N", "C", "H", "H", "H", "H", "H", "C", "C", "H", "H", "C", "H", "H", "S", "S", "H", "C", "C", "C", "H", "H", "H", "H", "H", "H", "H", "N", "H", "H", "H", "H", "O", "H", "H", "C", "H", "N", "C", "C", "H", "C", "S", "C", "Tl", "C"], "xyz": [[-2.1629, -3.6570, 3.2041], [1.1792, 1.2216, 2.6477], [0.1174, -4.3784, 0.0304], [-0.3954, -1.4999, 4.5130], [3.2321, 3.5049, 0.1665], [-4.1148, 1.1018, -3.0290], [-1.5670, -1.0178, 1.9483], [-1.4991, -4.0518, 1.5739], [2.2667, -0.3151, 2.3884], [0.8182, -5.4990, 1.2424], [-4.3834, 5.4836, -1.1711], [-2.8768, -2.4129, -0.3184], [-1.2424, -3.6897, 2.5640], [0.5027, 1.6708, -5.9104], [2.8179, -1.9362, -3.6486], [-3.6182, 0.2668, -3.5654], [2.3886, -4.5063, 3.5039], [-4.0729, 6.2910, -0.1003], [1.2583, -1.7859, 1.8748], [4.2290, -2.3506, 0.1101], [0.1145, 0.9792, 2.8649], [3.9462, -4.0852, -0.2732], [-2.2969, 0.7753, -3.9952], [3.4431, -3.0836, -0.0916], [-1.3211, -2.1261, -3.5401], [2.1258, -3.3336, 1.2791], [-2.4955, -2.9639, -1.1838], [3.5071, -5.1343, 2.2692], [-1.4366, 1.3261, -3.1614], [3.9395, -1.3086, 3.9977], [-3.3937, 7.4178, 2.2164], [-0.3246, 1.7930, -3.8165], [3.9035, -3.6099, 3.0866], [-0.8095, -2.8007, -2.8052], [0.3559, -2.0926, 5.0376], [-2.4360, -0.1991, 3.7072], [1.1743, -3.4692, -2.3483], [-1.8953, 6.4190, 2.2619], [-2.7198, 0.6696, 2.1512], [-3.3329, 5.8284, 3.1200], [2.3168, -1.0217, -3.2825], [1.1052, -1.3759, -2.6140], [3.6362, 0.1862, 1.1496], [3.9636, 0.4321, 4.1233], [-0.4126, -1.9946, 2.6516], [0.7785, 2.8060, -1.8662], [0.7599, 2.4608, -3.2007], [0.9412, -2.9107, -4.0630], [-3.1655, -2.8452, -2.0590], [2.6792, -0.5200, 4.9176], [-0.6288, -4.4517, 3.0386], [2.0824, -0.3324, -4.1126], [-0.3124, 1.4966, -5.1756], [3.2957, -0.4485, 4.0161], [-2.4704, -4.0443, -0.8993], [-4.2054, 0.0013, -4.4566], [-3.0127, 6.3810, 2.2260], [1.4420, 3.4696, 0.5424], [-3.5735, -0.8593, 2.5059], [-3.1850, 1.9411, -0.1919], [3.1016, 3.4080, -2.8485], [-4.3209, 7.3424, -0.0661], [-3.4724, 3.6633, -0.1464], [-2.6184, -0.3150, 2.6259], [2.2124, 3.8394, -0.1718], [2.9382, -2.7618, -1.0083], [1.6716, -5.2174, -0.2335], [1.1832, 1.8410, 1.7467], [-0.1821, -0.4431, 4.7481], [3.2936, 0.2491, 0.1194], [-1.1364, -3.8413, -3.0898], [2.1621, 2.5742, -4.9464], [-3.1755, 4.3623, 0.9611], [4.0505, 1.1574, 1.4957], [-4.8478, 5.8943, -2.0692], [4.4935, -0.5150, 1.1943], [2.2794, 4.9490, -0.1929], [-1.1716, -2.4708, -1.4640], [-3.5203, -0.5882, -2.8776], [1.5713, 1.8917, 3.4783], [0.6839, -2.7021, -2.9978], [-1.3769, -1.7834, 4.9456], [-4.0653, 4.1983, -1.2478], [1.9162, 3.3615, -1.5223], [-3.4452, 5.6732, 0.9923], [2.9494, -0.4539, -2.5799], [1.0313, -4.7083, 0.5250], [-1.7395, 0.6869, -5.6662], [3.0701, -4.2182, 2.6974], [-0.4128, 0.3204, -0.5517], [1.9167, 2.7945, -3.8999]]}

---

Model ii:
{"formula": "C27H50N4O3S3Si3Tl", "method": "the ωB97M-V functional and the def2-TZVPD basis", "homo_energy_ev": -3.78, "lumo_energy_ev": 2.1, "spin_multiplicity": 1, "charge": -1, "species": ["O", "H", "N", "Si", "H", "C", "Tl", "C", "Si", "C", "C", "H", "H", "H", "C", "H", "O", "C", "C", "H", "C", "H", "C", "H", "H", "C", "H", "H", "C", "H", "H", "H", "H", "O", "C", "H", "H", "C", "H", "H", "H", "H", "C", "N", "C", "H", "H", "C", "N", "H", "H", "H", "H", "H", "C", "H", "H", "H", "H", "H", "Si", "H", "C", "C", "H", "H", "C", "H", "H", "C", "H", "H", "N", "H", "S", "H", "C", "C", "H", "C", "S", "C", "H", "H", "H", "H", "H", "C", "S", "H", "C"], "xyz": [[2.7982, 0.5413, 0.3004], [-1.8014, -3.0031, -3.9659], [2.3909, -4.9193, 0.6482], [0.1456, 3.2866, -1.9352], [-0.1018, 5.3556, -3.3999], [1.3144, -4.2866, 0.1735], [-0.3503, -0.0383, -0.0482], [4.3531, 3.0559, 0.0424], [2.8649, 2.0212, -0.5617], [-1.0343, 4.0535, 1.5275], [-2.6598, 0.8701, 4.4525], [3.2106, 0.2926, -2.2336], [-2.6519, -1.5980, -3.2363], [-1.1052, 4.5407, 2.5622], [3.6352, 1.3471, -2.1969], [-1.4771, 4.7532, 0.8107], [-2.7183, -2.4547, -0.8482], [-0.6746, -2.4043, 3.9327], [1.5322, 5.5793, 1.3420], [-0.2662, 1.1086, -3.1605], [1.4196, 2.6830, 2.5715], [5.3378, 2.5243, -0.1210], [0.6663, -6.1676, -0.9772], [2.3578, 5.8091, 0.6582], [-3.6383, -3.9850, 0.2239], [-2.6817, 0.4631, 3.1009], [1.9634, 1.7777, 2.2374], [3.9026, -7.8861, 0.5354], [1.2362, 2.9249, -0.5173], [3.3943, 1.8664, -3.1699], [4.7091, -6.3278, 0.4592], [0.4087, -2.8021, -4.2399], [4.6084, -0.5773, 0.3705], [-0.6601, -1.5377, -2.8699], [-4.8094, 0.9842, 0.3231], [3.8294, -6.7078, 1.9509], [-3.1692, -2.5144, 1.1325], [0.2159, 2.1133, -3.3442], [-1.2453, -3.1736, 3.3981], [-0.1224, -6.7078, -1.5172], [-1.9552, -3.7086, 0.6686], [-2.2860, 2.9932, -2.6139], [-2.8523, -3.1909, 0.3691], [-1.9512, -0.6817, 2.8602], [2.6121, -6.1877, 0.3185], [0.4599, 5.8083, -1.7454], [4.2405, 0.3851, 1.8729], [3.8426, -6.8484, 0.8899], [-3.7981, 0.4328, 0.9495], [4.7639, 1.2427, -2.1580], [0.5792, 2.2760, 3.0915], [-4.5745, -0.3408, -1.3223], [-4.2548, 2.8743, 3.2146], [-5.0983, 1.2866, -1.7873], [1.7842, -6.8650, -0.5543], [1.2002, -1.2596, -3.8312], [2.0435, 3.2580, 3.3009], [1.2566, 1.8587, -3.6543], [1.1043, -2.6362, -2.5936], [-1.2963, -3.8808, -1.6766], [0.8377, 3.7607, 1.0995], [-3.1553, 1.7260, 4.8207], [-1.4704, -1.1205, 4.0036], [0.5908, -2.0927, -3.3989], [-0.2874, 2.5666, -4.2097], [-6.2333, 0.1656, -1.0373], [-4.3940, 2.1175, 2.4322], [3.3127, -1.1072, 1.4970], [-1.6395, 3.1373, 1.5516], [0.5335, 5.0572, -2.5291], [-0.4904, -2.8688, 4.8897], [0.2683, -2.3288, 3.3364], [0.4173, -4.9151, -0.6340], [1.9126, 5.5989, 2.3400], [1.0204, -2.6398, 0.5156], [1.5504, 5.0511, -2.9548], [-1.8388, -2.3352, -3.0550], [-5.1813, 0.5057, -1.0284], [-2.0975, 4.3575, -1.7023], [-3.5530, 1.0702, 2.1548], [-5.5175, 2.3784, 1.1658], [-1.7206, 3.3159, -1.7153], [2.0452, -7.8571, -0.9299], [-2.1842, 2.7462, -0.8200], [4.2506, 3.2613, 1.1429], [-2.9289, -3.9716, -2.2946], [0.7867, 6.3418, 1.1824], [3.7854, -0.2255, 1.0505], [-1.7485, -0.1743, 5.4688], [4.3688, 4.0599, -0.4371], [-2.1875, -3.2574, -1.9146]]}

---

Most stable to least stable: model i, model ii